Entry 1:
{"formula": "C4H7CdO3", "method": "ωB97M-V with the def2-TZVPD basis set", "symbols": ["C", "C", "H", "H", "H", "H", "H", "O", "Cd", "O", "C", "O", "C", "H", "H"], "positions_angstrom": [[0.703, -0.608, -0.713], [1.263, -1.549, 0.317], [1.217, -0.672, -1.677], [-0.370, -0.749, -0.876], [2.353, -1.447, 0.395], [1.032, -2.573, -0.006], [0.813, -1.383, 1.303], [0.545, 2.900, -0.352], [2.371, 2.254, 0.325], [0.907, 0.778, -0.244], [0.076, 1.782, -0.484], [-2.108, 1.295, 0.158], [-2.757, 0.299, 0.535], [-3.720, 0.080, 0.051], [-2.327, -0.407, 1.267]], "homo_energy_ev": [-18.58, -18.05], "total_charge": 2, "e_lumo_ev": [-11.8591, -12.6131], "multiplicity": 2, "gap_ha": [0.2469, 0.1999]}

=====

Entry 2:
{"formula": "C4H7Cl2P", "method": "ωB97M-V with the def2-TZVPD basis set", "symbols": ["C", "C", "C", "C", "P", "Cl", "Cl", "H", "H", "H", "H", "H", "H", "H"], "positions_angstrom": [[-0.421, 0.295, 1.001], [0.009, 0.516, -0.156], [-1.188, -0.897, 1.606], [0.758, 1.647, -0.828], [0.144, -1.466, -1.886], [1.456, -2.574, -0.887], [1.390, -0.584, -3.208], [-0.689, 1.239, 1.544], [-0.796, -1.895, 1.172], [-2.324, -0.748, 1.548], [-1.053, -1.021, 2.703], [0.203, 1.761, -1.663], [0.769, 2.396, -0.037], [1.742, 1.332, -0.908]], "homo_energy_ev": -7.97, "e_lumo_ev": -0.0913, "gap_ha": 0.2897}